P.
Entry from the OMol25 dataset: a single C3H7N3 molecule (ωB97M-V/def2-TZVPD).

Cartesian coordinates (Å):
1 N 0.758 -2.577 -1.559
2 N 0.840 -1.838 -0.661
3 N 0.102 0.173 0.618
4 C 0.828 -1.038 0.399
5 C -1.381 0.014 0.533
6 C 0.425 1.253 -0.256
7 H -1.811 0.239 -0.563
8 H -0.048 2.183 0.077
9 H 0.151 1.030 -1.296
10 H 1.523 1.473 -0.310
11 H -1.693 -0.952 0.933
12 H -1.614 1.101 1.165
13 H 1.920 -1.061 0.919

- lowest unoccupied orbital energy (eV) = 0.6
- HOMO level (eV) = -8.25
- frontier orbital gap (eV) = 8.8361

---

Q.
Entry from the OMol25 dataset: a single C3H7N3 molecule (ωB97M-V/def2-TZVPD).

Cartesian coordinates (Å):
1 N -0.857 -0.664 -1.939
2 N -0.960 -0.069 -0.692
3 N -0.166 0.549 2.564
4 C -0.725 0.369 1.447
5 C -0.009 0.124 0.198
6 C 1.431 0.277 -0.120
7 H -1.537 -1.413 -2.024
8 H 1.961 0.573 0.785
9 H 1.579 1.035 -0.893
10 H -0.811 0.887 3.279
11 H 1.855 -0.663 -0.489
12 H -1.835 -0.005 0.045
13 H 0.075 -1.000 -2.162

- lowest unoccupied orbital energy (spin up / spin down) (eV) = 0.2 / 0.2
- HOMO level (spin up / spin down) (eV) = -6.67 / -6.67
- SMILES = CC(=C=N)NN
- frontier orbital gap (spin up / spin down) (eV) = 6.8271 / 6.8232

---

R.
Entry from the OMol25 dataset: a molecular structure, C3H7N3 (ωB97M-V/def2-TZVPD).

Cartesian coordinates (Å):
1 N 0.262 0.992 1.008
2 N 0.467 0.623 -1.343
3 N -2.980 -0.023 -0.182
4 C -1.839 -0.027 -0.146
5 C 0.057 0.117 -0.100
6 C 0.535 -1.289 0.188
7 H 1.530 -1.239 0.636
8 H -0.135 -1.792 0.884
9 H 0.580 -1.864 -0.735
10 H -0.166 1.900 0.865
11 H 0.348 1.628 -1.411
12 H 1.434 0.378 -1.534
13 H -0.093 0.597 1.871

- lowest unoccupied orbital energy (eV) = 0.8
- HOMO level (eV) = -10.21
- frontier orbital gap (eV) = 10.9917

---

Decreasing stability: R, P, Q

---

P.
Entry from the OMol25 dataset: a single H4OP2S molecule (ωB97M-V/def2-TZVPD).

Cartesian coordinates (Å):
1 S -1.961 -1.075 -0.003
2 P 1.653 -0.850 0.162
3 P -0.338 0.173 -0.284
4 O -0.467 1.393 0.527
5 H 2.189 0.245 -0.601
6 H -2.666 0.014 0.456
7 H -0.430 0.264 -1.688
8 H 2.021 -0.165 1.431

- lowest unoccupied orbital energy (eV) = 0.4
- HOMO level (eV) = -9.59
- SMILES = O=[P@@H](P)S
- frontier orbital gap (eV) = 10.0335

---

Q.
Entry from the OMol25 dataset: a single H4OP2S molecule (ωB97M-V/def2-TZVPD).

Cartesian coordinates (Å):
1 S -2.360 0.764 -0.986
2 P 1.829 -0.090 -0.255
3 P -1.083 0.285 0.469
4 O 0.284 -0.478 0.205
5 H 1.347 0.229 -1.655
6 H -0.503 1.302 1.440
7 H -1.575 -0.648 1.401
8 H 2.060 -1.364 -0.619

- lowest unoccupied orbital energy (eV) = 0.3
- HOMO level (eV) = -9.15
- SMILES = PO[PH2]=S
- frontier orbital gap (eV) = 9.4959

---

Decreasing stability: P, Q

---

P.
Entry from the OMol25 dataset: a molecular structure, H14NaO7 (ωB97M-V/def2-TZVPD).

Cartesian coordinates (Å):
1 Na 0.028 0.385 -0.111
2 O -1.997 1.741 -0.695
3 O 1.397 2.374 0.390
4 O 2.271 -1.255 0.106
5 O -1.685 -1.999 1.956
6 O -1.418 -1.591 -0.865
7 O 0.009 0.072 2.361
8 O 1.253 0.556 -2.330
9 H 1.916 2.538 1.187
10 H 1.438 0.089 -3.153
11 H -2.417 1.815 -1.561
12 H 0.884 -0.293 2.540
13 H -0.848 -2.188 -1.369
14 H -0.605 -0.677 2.507
15 H -2.104 -1.314 -1.488
16 H -2.607 2.176 -0.086
17 H 2.621 -1.731 -0.656
18 H 1.684 1.414 -2.432
19 H 1.271 3.246 -0.005
20 H -1.799 -1.823 1.007
21 H 3.048 -0.865 0.525
22 H -2.339 -2.673 2.173

- lowest unoccupied orbital energy (eV) = -3.2
- HOMO level (eV) = -14.51
- charge = +1
- frontier orbital gap (eV) = 11.3556

---

Q.
Entry from the OMol25 dataset: a molecular structure, H14NaO7 (ωB97M-V/def2-TZVPD).

Cartesian coordinates (Å):
1 Na -0.102 -0.104 -0.118
2 O -2.505 0.895 0.612
3 O -1.158 -2.382 0.234
4 O 1.016 1.013 1.894
5 O 1.552 -1.924 1.412
6 O -0.247 2.466 -1.182
7 O 2.525 -0.594 -0.824
8 O -1.522 -0.274 -2.064
9 H -0.137 2.574 -2.126
10 H -0.909 0.134 -2.676
11 H 2.404 -1.698 1.784
12 H 1.702 1.264 1.276
13 H -1.856 -2.443 0.886
14 H -2.461 1.806 0.900
15 H 0.990 -2.075 2.172
16 H -2.719 0.947 -0.319
17 H -2.380 -0.165 -2.474
18 H 3.284 -0.018 -0.923
19 H -1.239 -3.185 -0.280
20 H 2.716 -1.109 -0.041
21 H -0.163 3.351 -0.827
22 H 1.208 1.518 2.684

- lowest unoccupied orbital energy (eV) = -3.1
- HOMO level (eV) = -14.85
- charge = +1
- frontier orbital gap (eV) = 11.7174

---

Decreasing stability: P, Q

---

P.
Entry from the OMol25 dataset: a molecular structure, H14NaO7 (ωB97M-V/def2-TZVPD).

Cartesian coordinates (Å):
1 Na 0.103 -0.250 -0.266
2 O -0.984 1.775 1.488
3 O -0.189 -1.883 -0.957
4 O -0.270 -0.396 1.369
5 O -1.689 0.120 -0.507
6 O 1.812 -0.535 0.654
7 O 1.226 0.054 -1.488
8 O -0.305 1.383 -0.419
9 H 2.019 -0.455 -1.319
10 H 0.156 -1.197 1.676
11 H -0.794 -2.494 -0.537
12 H -2.324 -0.184 0.142
13 H -0.651 1.144 2.126
14 H 1.524 0.794 -2.017
15 H -1.069 1.867 -0.734
16 H -0.942 -0.215 2.026
17 H -0.740 1.409 0.638
18 H 2.011 -0.152 1.509
19 H 0.207 -2.388 -1.667
20 H 2.582 -0.340 0.119
21 H 0.418 2.008 -0.483
22 H -2.100 -0.066 -1.351

- lowest unoccupied orbital energy (eV) = -3.5
- HOMO level (eV) = -13.42
- charge = +1
- frontier orbital gap (eV) = 9.8852

---

Q.
Entry from the OMol25 dataset: a molecular structure, H14NaO7 (ωB97M-V/def2-TZVPD).

Cartesian coordinates (Å):
1 Na -0.574 -0.013 0.354
2 O 2.101 -0.224 -1.616
3 O -0.034 2.830 0.321
4 O -1.194 0.735 -1.943
5 O -2.658 -1.183 0.012
6 O 2.107 0.251 1.224
7 O 0.530 -2.359 0.045
8 O -1.055 0.873 2.554
9 H -1.004 1.603 -2.319
10 H 2.386 0.032 0.319
11 H -0.690 0.119 -2.489
12 H -1.046 0.402 3.396
13 H 1.386 -2.782 -0.116
14 H -0.110 3.318 -0.507
15 H -0.032 -3.067 0.390
16 H -1.448 1.733 2.750
17 H -3.252 -1.840 0.398
18 H -2.347 -1.574 -0.816
19 H 0.911 2.829 0.530
20 H 2.068 -0.593 1.692
21 H 1.448 -0.932 -1.689
22 H 2.506 -0.160 -2.492

- lowest unoccupied orbital energy (eV) = -3.4
- HOMO level (eV) = -14.67
- charge = +1
- frontier orbital gap (eV) = 11.2598

---

Decreasing stability: Q, P

---

P.
Entry from the OMol25 dataset: a single C3H5ClFNO2 molecule (ωB97M-V/def2-TZVPD).

Cartesian coordinates (Å):
1 Cl -1.070 1.652 -2.428
2 F -1.836 0.445 -0.277
3 O 0.879 -0.113 -0.755
4 O 0.231 -2.586 1.543
5 N 0.253 -1.266 1.081
6 C 0.475 1.101 -0.207
7 C 0.757 -1.265 -0.061
8 C -0.967 1.424 -0.654
9 H 1.170 -2.107 -0.644
10 H 1.150 1.917 -0.563
11 H -1.262 2.408 -0.262
12 H 0.546 0.959 0.880
13 H -0.327 -2.568 2.347

- lowest unoccupied orbital energy (eV) = 0.9
- HOMO level (eV) = -9.43
- SMILES = O/N=C/OC[C@H](F)Cl
- frontier orbital gap (eV) = 10.3277

---

Q.
Entry from the OMol25 dataset: a single C3H5ClFNO2 molecule (ωB97M-V/def2-TZVPD).

Cartesian coordinates (Å):
1 Cl 2.237 -1.055 0.424
2 F 1.253 1.183 1.106
3 O -1.751 -1.112 -0.812
4 O -2.330 0.626 0.315
5 N -1.638 -0.343 0.114
6 C 0.967 0.152 0.281
7 C 0.736 0.617 -1.126
8 C -0.548 -0.583 1.028
9 H -0.060 1.363 -1.159
10 H -0.677 -0.054 1.968
11 H -0.329 -1.641 1.127
12 H 0.485 -0.229 -1.767
13 H 1.653 1.077 -1.497

- lowest unoccupied orbital energy (eV) = -0.2
- HOMO level (eV) = -11.14
- SMILES = C[C@](F)(Cl)C[N+](=O)[O-]
- frontier orbital gap (eV) = 10.9861

---

Decreasing stability: P, Q

---

P.
Entry from the OMol25 dataset: a molecular structure, H3INP (ωB97M-V/def2-TZVPD).

Cartesian coordinates (Å):
1 I -2.419 -0.285 -0.033
2 P 0.441 0.964 -0.107
3 N -0.446 -0.259 0.742
4 H 1.495 0.578 0.595
5 H 1.034 0.434 -1.433
6 H -0.104 -1.432 0.237

- lowest unoccupied orbital energy (eV) = -0.6
- HOMO level (eV) = -9.41
- frontier orbital gap (eV) = 8.7930

---

Q.
Entry from the OMol25 dataset: a molecular structure, H3INP (ωB97M-V/def2-TZVPD).

Cartesian coordinates (Å):
1 I 1.557 2.623 1.790
2 P -0.141 1.451 -0.504
3 N -0.315 -0.044 0.314
4 H -1.037 -0.088 1.032
5 H 0.635 -0.475 0.499
6 H 1.076 1.400 -0.983

- lowest unoccupied orbital energy (eV) = -1.5
- HOMO level (eV) = -8.77
- frontier orbital gap (eV) = 7.2406

---

Decreasing stability: Q, P

---

P.
Entry from the OMol25 dataset: 2 unconnected molecules or ions with the total composition C4H12NOS (ωB97M-V/def2-TZVPD).

Cartesian coordinates (Å):
1 S -0.017 3.184 -0.624
2 O -1.100 -1.610 2.575
3 N 0.368 0.367 0.354
4 C -0.946 0.532 -0.194
5 C 1.629 -0.966 -1.354
6 C -1.368 2.019 -0.221
7 C 1.038 -0.870 0.047
8 H -0.520 -1.884 1.859
9 H -1.831 2.247 0.744
10 H 2.347 -0.178 -1.508
11 H 2.015 -1.961 -1.536
12 H -2.098 2.111 -1.024
13 H 0.344 -1.706 0.167
14 H 1.829 -1.070 0.768
15 H -1.030 0.136 -1.227
16 H 0.882 -0.776 -2.129
17 H -0.813 -0.706 2.786
18 H 0.943 1.190 0.131
19 H -1.672 -0.061 0.385

- lowest unoccupied orbital energy (eV) = 3.6
- HOMO level (eV) = -2.53
- charge = -1
- frontier orbital gap (eV) = 6.1724

---

Q.
Entry from the OMol25 dataset: 2 unconnected molecules or ions with the total composition C4H12NOS (ωB97M-V/def2-TZVPD).

Cartesian coordinates (Å):
1 S 1.394 0.736 -0.866
2 O -2.788 -0.573 -0.022
3 N 0.482 -0.586 1.631
4 C 1.657 0.282 1.832
5 C -2.043 0.350 -0.850
6 C -1.701 -0.276 -2.201
7 C 2.474 0.402 0.548
8 H 1.273 1.275 2.188
9 H 2.356 -0.040 2.652
10 H -1.067 0.426 -2.776
11 H 3.206 -0.443 0.462
12 H -2.585 -0.610 -2.741
13 H 3.082 1.331 0.690
14 H 0.814 -1.551 1.780
15 H 0.463 -0.404 0.592
16 H -1.013 -1.158 -2.071
17 H -1.164 0.745 -0.340
18 H -2.697 1.250 -0.925
19 H -2.145 -1.156 0.417

- lowest unoccupied orbital energy (eV) = 4.0
- HOMO level (eV) = -2.88
- charge = -1
- frontier orbital gap (eV) = 6.8996

---

R.
Entry from the OMol25 dataset: 2 unconnected molecules or ions with the total composition C4H12NOS (ωB97M-V/def2-TZVPD).

Cartesian coordinates (Å):
1 S 0.442 1.952 1.538
2 O -0.124 3.987 -0.808
3 N 0.203 -1.357 -0.828
4 C 0.293 -1.370 1.645
5 C 0.964 0.697 0.365
6 C -0.970 -1.336 -1.680
7 C 0.075 -0.544 0.379
8 H -1.818 -1.916 -1.319
9 H -1.291 -0.297 -1.819
10 H 0.994 1.069 -0.668
11 H 1.998 0.333 0.485
12 H 0.397 -2.330 -0.609
13 H -0.234 -2.337 1.611
14 H -0.958 4.155 -0.347
15 H -0.967 -0.208 0.461
16 H -0.704 -1.698 -2.677
17 H 0.387 3.595 -0.060
18 H 1.360 -1.570 1.808
19 H -0.045 -0.824 2.524

- lowest unoccupied orbital energy (eV) = 3.8
- HOMO level (eV) = -2.70
- charge = -1
- frontier orbital gap (eV) = 6.4625

---

Decreasing stability: R, P, Q